The following is a quantum chemistry calculation of a molecular structure, C6H16N3ReSe, from the OMol25 dataset.

Structure (XYZ):
```
27
Properties=species:S:1:pos:R:3
C 0.230 3.402 -1.089
Re -0.123 1.385 -0.992
N -1.503 1.581 -2.776
H 0.784 1.342 0.273
H 1.280 1.226 -1.573
H 1.154 3.699 -0.572
H -0.639 3.864 -0.578
H 0.275 3.748 -2.137
H -2.491 1.331 -2.624
H -1.190 1.016 -3.577
H -1.509 2.555 -3.111
C -2.250 -2.115 1.123
N -0.836 -1.839 1.365
C -0.189 -1.965 2.541
C 1.135 -1.627 2.346
N 1.304 -1.296 1.050
C 2.576 -0.893 0.449
C 0.088 -1.425 0.472
Se -0.259 -1.137 -1.221
H -2.748 -2.452 2.057
H -2.347 -2.917 0.361
H -2.754 -1.196 0.757
H -0.642 -2.285 3.471
H 1.917 -1.632 3.094
H 2.954 0.021 0.954
H 3.318 -1.709 0.571
H 2.465 -0.682 -0.633
```

Computed properties:
2S+1 ... 4
Electronic energy ... -2881.85206 hartree
Gap between HOMO and LUMO (alpha / beta) ... 8.026 / 7.766 eV
Total charge ... +1